The following is a DFT calculation (ωB97M-V/def2-TZVPD) of a cluster of 3 separate species, C6H12N2O in total at a distorted geometry.

Results
LUMO energy (alpha / beta) ... 0.33 / 0.19 eV
Total charge ... 0
Energy relative to the best compared isomer or geometry (same formula, charge and spin) ... 601.8 kJ/mol
Multiplicity ... 1
Molar mass ... 128.2 g/mol
Orbital gap (alpha / beta) ... 7.92 / 7.52 eV

Element x y z (Å)
C1 0.00462 -1.78198 -0.53588
C2 1.46037 -1.91187 -0.85217
C3 -0.48395 -2.44592 0.71117
N1 0.15564 0.60201 0.42762
C4 -0.75258 0.34984 -0.40282
C5 -0.20902 2.72213 0.58948
C6 0.79965 3.51775 0.92303
O1 -1.47507 3.16672 0.43031
N2 -1.87009 0.59724 -0.87103
H1 -1.95698 2.51632 -0.11012
H2 1.10826 0.76477 0.13180
H3 -0.63677 -1.92378 -1.40465
H4 -2.32849 -0.10597 -1.43946
H5 -0.40389 -3.54238 0.63206
H6 1.71472 -2.95069 -1.11663
H7 2.08065 -1.64314 0.00807
H8 1.75437 -1.28808 -1.70015
H9 -1.53233 -2.21609 0.91450
H10 0.10884 -2.15098 1.58161
H11 1.77909 3.12238 1.15689
H12 0.68296 4.60171 0.92638

Forces on atoms 1 to 6 (eV/Å):
C -0.802 0.611 -0.618
C 0.149 0.187 0.002
C -0.066 -0.078 0.174
N -0.157 3.461 1.191
C 0.401 -3.646 -0.832
C 0.081 0.596 0.568